The following is a quantum chemistry calculation of C35H29N6O4SV as an isolated structure, from the Open Molecules 2025 dataset.

The value obtained for the strongest force on any atom is 0.46 eV/Å. Its HOMO energy (alpha / beta) is -5.4738 / -8.1839 eV. The value obtained for the energy above the lowest of the compared OMol25 structures with the same formula, charge and spin is 0.0 kJ/mol. The frontier orbital gap (alpha / beta) is 3.941 / 6.648 eV. The value obtained for the electronic energy is -90418.159 eV. The spin multiplicity is 3. The expectation value of S² is 2.174.

Element x y z (Å)
H: 3.921454 -2.744603 -1.183741
H: -2.681805 1.683873 -0.465813
C: 1.096393 0.226896 2.815696
H: 2.209130 2.720434 1.116745
N: 0.134747 -0.289165 2.056525
C: 2.653565 -3.393576 2.870914
H: -4.537267 -3.585451 1.588225
C: 3.235201 -2.660642 -3.212236
H: 1.990196 0.349515 4.766323
C: -1.259279 3.113488 -1.210461
N: 0.076705 1.342275 -0.322705
H: -2.300175 4.804819 -1.995521
C: 3.650117 -2.109546 -2.014518
C: 2.331287 3.028256 0.074489
C: 3.916431 -2.867616 3.193526
C: 1.044359 3.538924 -0.501318
H: 2.223237 -4.168282 3.493576
H: 3.102327 3.798242 0.036967
H: -3.253255 2.647520 -1.839952
H: -2.673652 -1.132570 -1.404029
C: -2.386877 2.146702 -1.410269
H: 2.202688 2.213078 -4.042803
C: -3.765731 -2.370789 -0.000411
H: -4.546305 -2.630808 -0.701168
H: 0.948644 -3.312668 1.580081
O: 3.627437 1.427486 -2.750362
O: -3.268725 -4.380248 5.251762
C: -2.754257 -2.552953 2.194163
H: 4.702723 0.810816 -1.024680
O: -4.337744 -4.524353 3.369105
C: 4.381335 -0.394578 0.498430
H: 2.705709 0.179880 -4.992487
H: 2.535783 -2.262305 -5.196410
H: 1.788667 0.901347 2.329397
C: 0.324000 -0.984097 4.734105
C: -2.748361 -1.521918 -0.398511
C: 2.893720 -1.831669 -4.270884
N: -1.783739 -1.161181 0.449083
H: 1.722431 5.550671 -0.744197
H: 5.419642 -1.469088 2.628548
H: 2.671245 2.158038 -0.488862
H: 3.155637 -3.733911 -3.310376
C: 3.755348 -1.420867 1.256605
C: 3.250753 2.348765 -3.777871
C: 1.202923 -0.098964 4.175593
C: -0.710160 -1.560421 3.939162
H: 3.397623 3.336284 -3.349441
C: -0.760937 -1.128321 2.591091
H: -1.584574 -2.855330 5.413722
V: 0.095762 -0.284187 -0.072997
C: 1.935223 -2.923905 1.800911
C: 2.992732 -0.452475 -4.165914
N: -3.463838 -4.009819 4.087339
H: 4.458274 -3.235745 4.052943
H: 5.078344 0.241949 1.036976
C: 3.432464 0.105366 -2.975919
C: -0.305393 5.320724 -1.404788
N: 4.279068 -0.073671 -0.762076
N: 0.234491 1.437345 -3.823534
C: -1.624936 -2.501029 4.395722
H: -2.080306 1.343697 -2.085113
C: 3.735245 -0.732183 -1.895904
C: 0.096284 0.444486 -3.242928
C: -0.040614 2.665199 -0.670048
C: 0.892914 4.865363 -0.873782
H: 0.400515 -1.260190 5.778262
C: -1.369721 4.448124 -1.570863
H: 3.897754 2.226375 -4.648763
S: -0.099065 -1.016578 -2.449339
C: 4.444445 -1.885402 2.402326
H: -0.409025 6.359455 -1.690827
C: -3.767409 -2.900910 1.275876
C: -2.619901 -3.019959 3.553297
C: 2.438776 -1.885934 0.987211
C: -1.803342 -1.623290 1.720953
O: 1.725091 -1.358348 0.047476

Forces on atoms 1 to 3 (eV/Å):
H -0.004 -0.008 0.063
H 0.005 0.005 0.014
C 0.022 0.030 -0.016

Mulliken atomic charge list, values in e, 5 entries: number 1, H, carries 0.53; number 2, H, carries 0.22; number 3, C, carries -0.04; number 4, H, carries 0.29; number 5, N, carries 0.28